Entry from OMol25: a structure of composition C16H15N5NaO4 (ωB97M-V/def2-TZVPD).

The geometry in XYZ format:
```
41
Properties=species:S:1:pos:R:3:forces:R:3
Na -0.272 0.855 0.961 -1.8 -0.1 -0.2
O -2.342 -1.783 3.008 -0.1 0.0 -0.2
C -1.860 -1.210 2.034 0.1 -0.3 0.2
N -0.589 -1.141 1.635 0.0 -0.4 0.0
C 0.339 -2.112 1.744 -0.2 -0.1 0.2
O 0.132 -3.321 1.766 0.0 0.0 0.0
C 1.783 -1.617 1.711 0.0 0.1 -0.3
C 2.756 -2.523 1.961 0.0 0.0 -0.1
C 4.185 -2.301 1.843 0.0 0.0 0.1
C 4.771 -1.458 0.986 0.1 0.0 -0.1
C 3.981 -0.617 0.007 -0.3 0.0 0.1
N 2.042 -0.260 1.600 0.5 -0.1 1.0
C -2.820 -0.369 1.174 -0.2 0.0 0.0
C -4.184 -0.477 1.438 0.0 0.0 0.0
C -5.079 0.212 0.642 0.0 0.0 0.0
C -4.591 0.995 -0.396 0.0 0.0 0.0
C -3.221 1.061 -0.576 0.1 -0.1 0.1
N -2.346 0.402 0.188 -0.6 -0.1 0.0
H 2.418 -3.502 2.275 0.0 0.0 0.0
H 4.823 -2.929 2.460 0.0 0.1 0.0
H 5.852 -1.366 0.984 0.0 0.0 0.0
H 4.664 0.015 -0.565 0.0 0.0 0.0
H -4.485 -1.108 2.262 0.0 0.0 0.0
H -6.145 0.143 0.824 0.0 0.0 0.0
H -5.255 1.546 -1.049 0.0 0.0 0.0
H -2.792 1.665 -1.369 0.0 0.0 0.0
C 3.491 -2.947 -1.165 -0.1 0.1 0.0
C 3.219 -1.466 -1.034 0.0 -0.1 0.1
N 2.451 -0.845 -1.839 0.2 0.1 0.1
O 1.778 -1.633 -2.776 0.0 0.1 -0.1
C 3.131 0.326 0.896 -0.4 -0.2 -0.1
C 3.938 1.356 1.637 0.0 0.1 -0.1
N 1.766 0.704 0.468 0.7 0.2 -1.0
O 1.328 1.910 0.917 2.0 0.8 0.0
H 3.538 -3.224 -2.220 0.0 0.0 0.0
H 2.716 -3.543 -0.671 0.0 0.0 0.0
H 4.436 -3.201 -0.699 0.0 0.0 0.0
H 1.700 -2.531 -2.427 0.0 -0.1 0.1
H 4.787 1.691 1.031 0.0 0.0 0.0
H 4.308 0.960 2.581 0.0 0.0 0.0
H 3.267 2.196 1.826 0.0 0.0 0.0
```
Forces are in eV/Å.

Output
Molecular weight ... 364.317 g/mol
Energy relative to the best compared isomer or geometry (same formula, charge and spin) ... 332.37 kJ/mol
Total charge ... -1
Spin multiplicity ... 1

Entry from OMol25: a structure of composition C16H15NPb (ωB97M-V/def2-TZVPD).

The geometry in XYZ format:
```
33
Properties=species:S:1:pos:R:3:forces:R:3
Pb 0.795 -0.477 -1.691 2.0 -1.2 1.4
C 0.345 0.648 -4.043 -0.9 1.1 -0.5
H 1.431 0.817 -4.002 -0.6 0.0 0.1
H 0.102 -0.383 -4.341 0.1 0.4 0.2
H -0.078 1.327 -4.791 0.1 -0.2 -0.1
H -0.185 0.973 -3.080 0.8 -0.2 -1.8
H -1.220 0.927 -1.465 -0.6 -0.4 0.7
C -3.086 -1.820 -2.213 0.0 0.5 -0.8
C -3.121 -2.447 -0.960 0.3 0.2 1.0
C -2.432 -1.893 0.120 -0.8 -0.6 -0.6
C -1.658 -0.736 -0.044 0.6 0.6 0.9
C -1.660 -0.080 -1.310 -0.3 0.1 -0.5
C -2.395 -0.628 -2.383 -0.4 -0.1 0.2
C -0.685 -0.331 0.967 -0.5 -0.3 -0.6
C -0.756 -0.703 2.316 0.6 0.2 0.7
C 0.255 -0.330 3.182 -1.1 -0.6 0.0
C 1.335 0.454 2.716 1.4 0.9 -0.2
C 2.393 0.916 3.553 -0.5 -0.1 -0.5
C 3.401 1.720 3.043 -0.1 -0.1 -0.1
C 3.414 2.059 1.675 0.0 -0.1 0.0
C 2.431 1.583 0.821 0.1 0.1 0.1
C 1.381 0.799 1.334 -0.4 -0.4 0.0
N 0.395 0.344 0.480 -0.1 0.3 0.1
H -3.624 -2.249 -3.058 0.1 0.1 0.3
H -3.699 -3.366 -0.824 0.2 0.3 0.0
H -2.468 -2.372 1.102 0.1 0.0 -0.5
H -2.432 -0.079 -3.334 0.0 -0.4 0.4
H -1.602 -1.283 2.660 0.0 0.1 0.1
H 0.231 -0.619 4.234 -0.1 0.1 -0.3
H 2.375 0.627 4.606 0.1 0.2 -0.2
H 4.185 2.095 3.699 -0.2 -0.1 -0.2
H 4.203 2.702 1.283 -0.2 -0.2 0.1
H 2.425 1.808 -0.253 0.0 0.0 0.5
```
Forces are in eV/Å.

Output
Molecular weight ... 428.503 g/mol
Energy relative to the best compared isomer or geometry (same formula, charge and spin) ... 0.00 kJ/mol
Spin multiplicity ... 1

Entry from OMol25: a structure of composition C16H16BrN12O5ReS2 (ωB97M-V/def2-TZVPD).

The geometry in XYZ format:
```
53
Properties=species:S:1:pos:R:3:forces:R:3
Re 0.087 -0.395 -0.544 0.0 0.0 -0.1
N -0.709 -0.249 -2.553 0.0 0.0 0.0
C -2.194 -0.377 -2.572 -0.2 0.0 -0.1
C -2.677 -1.113 -1.331 0.1 -0.1 0.0
O -3.709 -1.759 -1.375 0.0 0.0 0.0
N -1.832 -1.033 -0.259 0.0 0.0 0.0
C -1.810 -2.215 0.599 0.0 0.0 0.0
C -0.599 -3.065 0.175 0.0 0.0 0.0
O -0.451 -4.210 0.514 0.0 0.0 0.0
O 0.262 -2.398 -0.592 0.0 0.0 0.0
H -0.415 0.621 -2.987 0.0 0.0 0.0
H -0.284 -1.003 -3.090 0.0 0.0 0.0
H -2.506 -0.962 -3.436 0.0 0.0 0.0
H -2.689 0.594 -2.663 0.2 0.1 0.2
H -2.720 -2.803 0.497 0.0 0.0 0.0
H -1.670 -1.937 1.645 0.0 0.0 0.0
N 2.495 2.121 -0.497 0.0 0.0 0.0
C 1.187 2.515 -0.321 0.0 0.0 0.0
N 0.826 3.746 -0.026 0.0 0.0 0.0
N -0.516 3.698 0.045 0.0 0.0 0.1
N -0.945 2.517 -0.187 0.0 -0.1 0.0
N 0.122 1.708 -0.433 0.0 0.1 0.0
C 2.813 0.996 -1.223 0.0 0.0 0.0
N 3.927 0.811 -1.895 0.0 0.0 0.1
N 3.773 -0.405 -2.468 0.0 0.0 -0.1
N 2.638 -0.917 -2.175 0.0 0.0 0.1
N 1.991 -0.051 -1.347 0.0 0.1 -0.1
H 3.177 2.862 -0.504 0.0 0.0 0.0
S -4.556 2.690 -1.992 -0.1 -0.1 -0.1
C -4.656 1.780 -0.609 0.1 0.1 0.1
N -3.706 1.643 0.307 0.0 -0.2 0.0
C -4.014 0.871 1.499 0.0 0.1 0.0
C -5.166 -0.052 1.120 0.0 0.0 0.0
S -6.091 0.868 -0.145 0.0 0.1 0.0
H -2.778 2.052 0.163 0.0 0.0 -0.1
H -4.309 1.547 2.308 0.0 0.0 0.0
H -3.132 0.314 1.813 0.0 0.0 0.0
H -5.809 -0.274 1.969 0.0 0.0 0.0
H -4.811 -0.975 0.666 0.0 0.0 0.0
Br 6.441 1.462 2.321 0.0 0.0 0.0
C 5.106 0.213 1.799 0.0 0.0 0.0
C 5.452 -0.839 0.969 0.0 0.0 0.0
C 4.469 -1.735 0.577 0.0 0.0 0.0
C 3.156 -1.564 0.989 0.0 0.0 -0.1
C 2.829 -0.496 1.814 0.0 0.0 0.0
C 3.810 0.390 2.243 0.0 0.0 0.0
C 1.423 -0.261 2.286 -0.1 -0.1 0.0
O 1.190 0.057 3.427 0.0 0.1 0.0
O 0.454 -0.449 1.401 0.1 -0.1 0.0
H 6.469 -0.945 0.619 0.0 0.0 0.0
H 4.722 -2.553 -0.085 0.0 0.0 0.0
H 2.387 -2.246 0.647 0.0 0.0 0.0
H 3.548 1.208 2.900 0.0 0.0 0.0
```
Forces are in eV/Å.

Output
Molecular weight ... 786.628 g/mol
Energy relative to the best compared isomer or geometry (same formula, charge and spin) ... 64.91 kJ/mol
Total charge ... -1
Spin multiplicity ... 4

Entry from OMol25: a structure of composition C16H16BrN5O2RuS (ωB97M-V/def2-TZVPD).

The geometry in XYZ format:
```
42
Properties=species:S:1:pos:R:3:forces:R:3
Ru -0.196 -0.103 -0.332 0.3 -1.1 -1.2
C 3.166 -3.889 2.741 -0.1 -0.1 -0.2
C 1.813 -3.636 3.401 0.5 0.1 0.2
N 0.731 -3.326 2.453 0.4 0.2 0.0
C 0.659 -2.312 1.630 -1.9 -0.3 -1.0
S -0.767 -2.155 0.600 0.0 0.2 0.2
N 1.659 -1.416 1.564 1.5 0.3 0.7
N 1.406 -0.349 0.851 0.0 0.0 -0.1
C 2.403 0.501 0.593 0.3 0.0 0.2
C 3.802 0.189 0.943 0.1 0.0 0.0
C 1.976 1.746 -0.028 -0.1 0.3 -0.1
C 2.822 2.817 -0.276 0.1 -0.4 0.1
C 2.295 3.988 -0.808 -0.2 0.1 -0.1
C 0.940 4.060 -1.077 0.3 0.1 0.1
C 0.144 2.945 -0.824 0.0 0.0 0.0
N 0.647 1.826 -0.322 -0.2 0.2 -0.2
H 3.869 -4.214 3.505 0.0 0.0 0.0
H 3.563 -2.990 2.277 0.0 0.0 0.0
H 3.093 -4.673 1.987 0.0 0.0 0.0
H 1.891 -2.813 4.114 -0.1 0.0 0.0
H 1.499 -4.524 3.942 -0.1 0.0 0.0
H -0.066 -3.954 2.452 0.0 0.0 -0.1
H 3.989 -0.875 0.808 0.0 0.0 0.0
H 3.992 0.417 1.997 -0.1 0.0 0.0
H 4.503 0.762 0.341 0.0 0.0 0.0
H 3.877 2.739 -0.057 0.0 0.0 0.0
H 2.942 4.833 -1.004 0.0 0.0 0.0
H 0.495 4.960 -1.479 0.0 0.0 0.0
H -0.920 2.960 -1.020 0.0 -0.1 0.0
Br -3.193 0.846 -0.108 0.0 -0.1 -0.2
C -2.775 0.271 -1.868 0.0 0.0 0.2
C -3.684 0.207 -2.898 -0.1 0.1 0.1
C -3.221 -0.225 -4.138 0.2 -0.1 -0.1
C -1.878 -0.544 -4.308 -0.3 0.1 0.2
C -1.048 -0.437 -3.212 1.1 -0.2 -0.2
N -1.490 -0.055 -2.015 -0.5 0.1 0.4
C 0.491 -0.690 -3.278 -1.7 0.1 -0.9
O 0.977 -0.858 -4.364 0.4 -0.1 0.5
O 1.030 -0.642 -2.109 0.3 0.3 1.5
H -4.713 0.493 -2.734 0.0 0.0 0.0
H -3.904 -0.302 -4.973 0.0 0.0 0.0
H -1.468 -0.858 -5.256 0.1 0.0 0.0
```
Forces are in eV/Å.

Output
Molecular weight ... 523.378 g/mol
Energy relative to the best compared isomer or geometry (same formula, charge and spin) ... 57.23 kJ/mol
Total charge ... +2
Spin multiplicity ... 5

Entry from OMol25: a structure of composition C16H16ClN4O2ReS2Se (ωB97M-V/def2-TZVPD).

The geometry in XYZ format:
```
43
Properties=species:S:1:pos:R:3:forces:R:3
Re 0.119 -0.133 0.813 1.1 -0.6 3.1
C -2.351 2.164 -5.789 0.0 -0.1 -0.1
C -1.718 0.938 -5.191 0.0 0.0 -0.2
C -1.475 -0.205 -5.944 0.0 0.0 0.1
C -0.887 -1.264 -5.269 0.0 0.0 -0.1
N -0.564 -1.220 -3.989 0.0 0.1 0.1
C -0.840 -0.073 -3.338 0.0 -0.4 0.0
S -0.428 0.020 -1.657 -0.4 1.0 -1.0
N -1.406 1.007 -3.905 0.1 -0.1 0.2
H -2.570 2.026 -6.847 0.0 0.0 0.0
H -1.683 3.018 -5.677 0.0 0.0 0.0
H -3.278 2.395 -5.266 0.0 0.0 0.0
H -1.728 -0.268 -6.993 0.0 0.0 0.0
H -0.662 -2.196 -5.781 0.0 0.0 0.0
S 3.914 -1.785 -1.340 0.1 -0.1 -0.1
C 2.640 -2.892 -1.658 0.3 -0.1 -0.1
C 1.507 -2.463 -1.075 -0.5 0.1 0.1
N 1.633 -1.287 -0.374 0.9 -0.4 -0.9
C 2.846 -0.827 -0.438 -0.1 0.0 0.1
H 2.788 -3.780 -2.247 0.0 0.0 0.0
H 0.542 -2.946 -1.105 0.0 0.1 0.0
H 3.160 0.077 0.058 0.0 0.0 0.0
O -1.687 1.011 0.537 -1.6 1.0 -0.3
H -2.208 0.964 -0.288 0.5 -0.1 0.1
H -2.093 1.614 1.181 0.2 -0.5 -0.2
O 1.315 -0.717 1.955 -0.1 0.6 -0.5
Cl 3.151 2.083 7.312 0.0 0.0 0.0
C 2.052 1.672 6.012 0.1 -0.1 0.1
C 1.257 2.651 5.459 -0.1 0.2 -0.1
C 0.391 2.305 4.431 0.1 0.1 0.0
C 0.298 1.005 3.937 0.1 0.0 -0.3
C -0.658 0.701 2.827 0.3 0.5 -0.2
C 1.120 0.040 4.528 -0.2 -0.1 0.0
C 1.986 0.369 5.556 0.1 -0.2 0.1
H 1.309 3.669 5.822 0.0 0.0 0.0
H -0.234 3.080 3.999 0.0 0.0 0.0
H -1.199 1.644 2.682 -0.2 -0.1 0.1
H -1.356 -0.064 3.172 -0.1 -0.1 -0.3
H 1.078 -0.978 4.175 0.0 0.0 0.0
H 2.614 -0.391 6.002 0.0 0.0 0.0
Se -1.357 -2.318 1.081 -0.7 -0.8 0.2
C -2.353 -3.842 1.259 0.0 0.0 -0.1
N -2.986 -4.806 1.373 0.0 0.0 0.0
```
Forces are in eV/Å.

Output
Molecular weight ... 661.084 g/mol
Energy relative to the best compared isomer or geometry (same formula, charge and spin) ... 236.20 kJ/mol
Total charge ... -1
Spin multiplicity ... 4

Entry from OMol25: the molecule C16H16ClNO2S (ωB97M-V/def2-TZVPD).

The geometry in XYZ format:
```
37
Properties=species:S:1:pos:R:3:forces:R:3
C 4.322 0.090 -2.734 0.1 0.1 0.6
S 5.227 0.595 -1.244 0.1 0.0 -0.2
C 4.089 0.289 0.063 -0.1 0.0 -0.2
C 4.539 0.537 1.361 -0.1 -0.1 -0.1
C 3.710 0.308 2.437 0.0 0.0 0.0
C 2.414 -0.152 2.239 0.0 0.0 -0.3
Cl 1.451 -0.467 3.647 0.1 0.0 0.3
C 1.941 -0.389 0.951 0.2 0.0 0.1
C 0.582 -0.913 0.593 -0.1 0.2 0.3
O 0.428 -1.686 -0.332 0.0 -0.2 -0.2
N -0.446 -0.436 1.328 -0.3 0.2 0.0
C -1.807 -0.832 1.059 -0.3 0.0 -0.4
C -2.414 -0.019 -0.091 0.4 0.1 0.1
O -3.780 -0.353 -0.164 -0.2 -0.1 0.0
C -4.532 0.178 -1.171 -0.2 0.0 -0.1
C -5.870 -0.219 -1.200 0.2 0.0 0.1
C -6.719 0.262 -2.174 0.0 0.0 0.0
C -6.252 1.146 -3.134 0.0 0.1 -0.1
C -4.928 1.541 -3.107 -0.1 0.0 -0.1
C -4.065 1.065 -2.133 0.3 -0.1 0.2
C 2.798 -0.177 -0.125 0.1 0.0 0.1
H 3.454 0.726 -2.876 -0.1 0.0 -0.1
H 5.017 0.227 -3.557 0.0 0.0 0.0
H 4.039 -0.955 -2.659 -0.1 -0.1 -0.1
H 5.545 0.896 1.512 0.1 0.0 0.1
H 4.065 0.480 3.441 0.0 0.0 0.1
H -0.277 0.251 2.044 0.1 -0.1 -0.1
H -2.409 -0.696 1.957 0.0 0.0 0.0
H -1.810 -1.889 0.778 -0.1 0.1 0.1
H -1.894 -0.274 -1.024 -0.1 0.1 0.1
H -2.290 1.056 0.106 0.0 -0.1 0.0
H -6.215 -0.909 -0.445 0.0 -0.1 0.1
H -7.751 -0.054 -2.185 -0.1 0.0 0.0
H -6.916 1.522 -3.897 -0.1 0.0 -0.1
H -4.553 2.229 -3.850 0.0 0.0 -0.1
H -3.037 1.392 -2.136 0.1 0.0 0.0
H 2.409 -0.401 -1.105 0.0 0.0 -0.1
```
Forces are in eV/Å.

Output
Molecular weight ... 321.829 g/mol
Energy relative to the best compared isomer or geometry (same formula, charge and spin) ... 84.35 kJ/mol
Spin multiplicity ... 1
SMILES ... CSc1ccc(Cl)c(C(=O)NCCOc2ccccc2)c1